Entry 1:
Computed, not measured: a structure of composition C30H40BCl5N6OPt, with wB97M-V/def2-TZVPD.

## Properties
Kohn-Sham gap (eV): 6.46
E_tot (eV): -109284.396
LUMO level (eV): -1.47
Highest occupied orbital energy (eV): -7.93

Positions of all 84 atoms, in Å:
Pt: -0.0315 0.3731 0.2450
C: -1.4257 -2.3288 -4.2900
C: -1.5699 -1.2325 -3.2823
C: -2.4722 -0.1943 -3.2592
C: -2.2249 0.5299 -2.0839
N: -1.1734 -0.0356 -1.4670
N: -0.8144 -1.1330 -2.1822
B: 0.2516 -2.1175 -1.6914
N: 1.5742 -1.3591 -1.5422
N: 1.7170 -0.3089 -0.6929
C: 3.0161 0.0349 -0.6803
C: 3.6829 -0.7770 -1.6095
C: 2.7450 -1.6411 -2.1257
C: 2.9301 -2.7415 -3.1223
C: 3.7097 1.0753 0.1774
C: 2.8380 1.5881 1.3105
C: 4.1273 2.2497 -0.7207
C: 4.9604 0.4250 0.7811
N: -0.1678 -2.7324 -0.3432
N: -0.3809 -1.9343 0.7366
C: -0.7248 -2.7378 1.7409
C: -0.7308 -4.0756 1.2881
C: -0.3728 -4.0289 -0.0371
C: -0.2176 -5.1501 -1.0173
C: -1.0645 -2.3323 3.1623
C: -0.9891 -0.8311 3.4155
C: -2.4937 -2.8073 3.4637
C: -0.0796 -3.0374 4.1065
C: -3.0605 1.7127 -1.6344
C: -2.7959 2.1137 -0.1936
C: -2.7639 2.9014 -2.5614
C: -4.5367 1.3191 -1.7667
H: -2.1372 -2.1641 -5.0967
H: -1.6259 -3.3072 -3.8492
H: -0.4208 -2.3564 -4.7145
H: -3.2434 0.0003 -3.9878
H: 0.3852 -2.9910 -2.4986
H: 4.7341 -0.7547 -1.8498
H: 3.9641 -2.7422 -3.4612
H: 2.2810 -2.6126 -3.9900
H: 2.7103 -3.7178 -2.6864
H: 1.9655 2.0940 0.9238
H: 3.3919 2.3108 1.9151
H: 2.5215 0.7728 1.9702
H: 3.2604 2.6793 -1.2279
H: 4.8460 1.9270 -1.4789
H: 4.5925 3.0345 -0.1163
H: 4.6913 -0.4164 1.4260
H: 5.4977 1.1626 1.3824
H: 5.6413 0.0585 0.0070
H: -0.9674 -4.9611 1.8613
H: -0.4396 -6.0932 -0.5211
H: 0.7995 -5.2020 -1.4132
H: -0.8969 -5.0409 -1.8661
H: -1.6898 -0.2730 2.7936
H: 0.0133 -0.4354 3.2482
H: -1.2486 -0.6313 4.4587
H: -3.2078 -2.3564 2.7687
H: -2.7741 -2.5194 4.4811
H: -2.5782 -3.8938 3.3808
H: 0.9510 -2.7529 3.8761
H: -0.1586 -4.1244 4.0252
H: -0.2917 -2.7559 5.1422
H: -1.7741 2.4404 -0.0683
H: -2.9984 1.2853 0.4940
H: -3.4417 2.9486 0.0902
H: -1.7002 3.1496 -2.5480
H: -3.3238 3.7815 -2.2304
H: -3.0529 2.6764 -3.5918
H: -4.7757 0.4728 -1.1165
H: -4.7932 1.0442 -2.7943
H: -5.1645 2.1654 -1.4765
Cl: 0.0488 7.8157 2.6103
C: -0.0241 6.1273 2.2784
C: 0.2773 5.6400 1.0101
Cl: 0.7286 6.7401 -0.2400
C: 0.2166 4.2738 0.7478
Cl: 0.5993 3.6936 -0.8417
C: -0.1483 3.3283 1.7381
O: -0.2145 2.0517 1.5227
C: -0.4455 3.8622 3.0115
Cl: -0.8933 2.7424 4.2449
C: -0.3866 5.2239 3.2789
Cl: -0.7619 5.8125 4.8534

What are the Mulliken partial charges on each atom? They are as follows, in elementary charge units:
1. Pt 2.367
2. C -1.392
3. C 0.632
4. C -1.115
5. C 0.061
6. N -1.195
7. N 0.761
8. B -0.686
9. N 0.782
10. N -1.177
11. C 0.077
12. C -1.134
13. C 0.643
14. C -1.382
15. C 2.928
16. C -1.418
17. C -1.745
18. C -1.842
19. N 0.504
20. N 0.271
21. C -0.398
22. C -1.195
23. C 0.492
24. C -1.341
25. C 2.707
26. C -1.805
27. C -1.771
28. C -1.767
29. C 2.965
30. C -1.437
31. C -1.750
32. C -1.847
33. H 0.373
34. H 0.223
35. H 0.234
36. H 0.480
37. H -0.065
38. H 0.479
39. H 0.375
40. H 0.232
41. H 0.223
42. H -0.474
43. H 0.508
44. H 0.274
45. H 0.279
46. H 0.377
47. H 0.442
48. H 0.373
49. H 0.452
50. H 0.340
51. H 0.493
52. H 0.380
53. H 0.204
54. H 0.202
55. H 0.140
56. H 0.134
57. H 0.536
58. H 0.348
59. H 0.457
60. H 0.346
61. H 0.349
62. H 0.349
63. H 0.451
64. H -0.443
65. H 0.278
66. H 0.510
67. H 0.282
68. H 0.438
69. H 0.382
70. H 0.373
71. H 0.338
72. H 0.457
73. Cl -0.195
74. C 0.308
75. C 0.118
76. Cl -0.202
77. C 0.991
78. Cl -0.266
79. C -1.534
80. O -0.022
81. C 0.229
82. Cl -0.193
83. C 0.041
84. Cl -0.195

***

Entry 2:
Computed, not measured: a structure of composition C30H40BrMgN5S, with wB97M-V/def2-TZVPD.

## Properties
Kohn-Sham gap (eV): 7.64
Total charge: +2
E_tot (eV): -125524.067
LUMO level (eV): -6.35
Highest occupied orbital energy (eV): -13.99

Positions of all 78 atoms, in Å:
Mg: -0.1782 0.0562 0.0810
C: -0.9618 -2.4336 2.2635
C: -1.8955 -2.9176 1.1842
C: -3.0302 -3.6373 1.5171
C: -3.8846 -4.1089 0.5307
C: -3.6100 -3.8439 -0.7969
C: -2.4777 -3.1293 -1.1800
C: -2.2968 -2.7996 -2.6395
C: -1.6077 -2.6875 -0.1735
N: -0.4436 -1.9310 -0.4750
C: 0.5129 -2.3863 -1.1990
C: 0.6098 -3.7875 -1.6964
C: 1.6355 -1.4309 -1.4947
C: 2.8062 -1.9080 -2.2853
N: 1.4878 -0.2306 -1.0768
C: 2.4937 0.7678 -1.2716
C: 3.5540 0.8494 -0.3597
C: 3.6966 -0.1278 0.7791
C: 4.4995 1.8484 -0.5421
C: 4.4025 2.7390 -1.5997
C: 3.3503 2.6404 -2.4921
C: 2.3774 1.6571 -2.3453
C: 1.2783 1.5410 -3.3742
H: -1.2808 -2.8159 3.2307
H: -0.9644 -1.3386 2.3203
H: 0.0631 -2.7687 2.0917
H: -3.2427 -3.8322 2.5608
H: -4.7629 -4.6825 0.7944
H: -4.2896 -4.1943 -1.5644
H: -3.2020 -2.3242 -3.0176
H: -2.1478 -3.7096 -3.2237
H: -1.4619 -2.1283 -2.8297
H: -0.1764 -4.4068 -1.2733
H: 1.5767 -4.2121 -1.4222
H: 0.5395 -3.8334 -2.7853
H: 2.4784 -2.2925 -3.2536
H: 3.3142 -2.7260 -1.7712
H: 3.5185 -1.1053 -2.4541
H: 2.7288 -0.4256 1.1881
H: 4.2964 0.3098 1.5750
H: 4.2120 -1.0321 0.4442
H: 5.3312 1.9272 0.1470
H: 5.1638 3.4957 -1.7340
H: 3.2782 3.3251 -3.3285
H: 0.6620 2.4414 -3.3831
H: 0.6314 0.6828 -3.2009
H: 1.7065 1.4416 -4.3719
Br: -3.0979 0.2711 -0.4875
C: -2.2658 1.9682 -0.6332
C: -2.9967 3.1214 -0.8220
C: -2.2918 4.3161 -0.8786
C: -0.9104 4.3039 -0.7418
C: -0.2725 3.0927 -0.5585
N: -0.9432 1.9320 -0.5134
H: -4.0721 3.0913 -0.9174
H: -2.8220 5.2483 -1.0204
H: -0.3400 5.2207 -0.7762
H: 0.8020 3.0223 -0.4397
C: 2.1886 -1.4307 5.7397
C: 2.2374 0.0823 5.5418
N: 1.8540 0.4934 4.1914
C: 0.6171 0.6795 3.7423
S: 0.4165 1.3457 2.1653
N: -0.4118 0.3995 4.5301
C: -1.8237 0.6701 4.2549
C: -2.6948 -0.3393 4.9858
H: 2.4377 -1.6724 6.7723
H: 2.9106 -1.9271 5.0921
H: 1.1971 -1.8302 5.5212
H: 3.2492 0.4460 5.7062
H: 1.5932 0.5882 6.2644
H: 2.5859 0.6977 3.5321
H: -0.2108 0.1261 5.4822
H: -1.9788 0.6171 3.1807
H: -2.0649 1.6838 4.5815
H: -2.4415 -1.3597 4.6962
H: -3.7439 -0.1659 4.7538
H: -2.5773 -0.2438 6.0667

What are the Mulliken partial charges on each atom? They are as follows, in elementary charge units:
1. Mg 0.499
2. C -1.047
3. C 1.500
4. C -1.049
5. C -1.062
6. C -0.780
7. C 1.729
8. C -1.621
9. C -0.861
10. N 0.167
11. C 1.078
12. C -2.138
13. C 0.780
14. C -1.948
15. N 1.467
16. C -1.252
17. C 1.673
18. C -1.384
19. C -0.919
20. C -0.970
21. C -0.719
22. C 1.204
23. C -1.694
24. H 0.535
25. H -0.324
26. H 0.322
27. H 0.471
28. H 0.446
29. H 0.527
30. H 0.511
31. H 0.402
32. H 0.035
33. H 0.410
34. H 0.573
35. H 0.372
36. H 0.432
37. H 0.414
38. H 0.423
39. H -0.065
40. H 0.499
41. H 0.285
42. H 0.475
43. H 0.462
44. H 0.539
45. H 0.401
46. H 0.065
47. H 0.508
48. Br -0.025
49. C 0.443
50. C -0.777
51. C -0.330
52. C -1.043
53. C -0.067
54. N 0.139
55. H 0.499
56. H 0.436
57. H 0.494
58. H 0.471
59. C -0.886
60. C -0.798
61. N -0.055
62. C 0.344
63. S -0.426
64. N 0.030
65. C -0.074
66. C -1.285
67. H 0.353
68. H 0.324
69. H 0.230
70. H 0.404
71. H 0.369
72. H 0.145
73. H 0.222
74. H 0.033
75. H 0.410
76. H 0.237
77. H 0.402
78. H 0.408